Entry 1:
The following is a quantum chemistry calculation of a 2-piece molecular cluster, BrNO5S overall, from OMol25.

Structure (XYZ):
```
8
Properties=species:S:1:pos:R:3:nbo_charge:R:1
N 0.9409 0.8342 -0.5210 0.7450
O -2.5129 -2.0316 -0.0410 -0.8256
O -0.2742 -1.3154 0.2404 -0.8654
O 1.6636 0.4945 -1.3915 -0.3181
O -0.1709 1.1735 -0.5644 -0.3763
Br 0.2678 1.2367 2.0998 0.3759
S -1.4376 -1.2752 -0.5765 1.6892
O 1.5234 0.8833 0.7543 -0.4246
```

Properties
M = 205.973 g mol⁻¹
Electronic energy = -92599.1087 eV
E_LUMO = -1.54 eV
HOMO-LUMO gap = 9.7259 eV

***

Entry 2:
The following is a quantum chemistry calculation of BrNi as an isolated structure, from OMol25.

Structure (XYZ):
```
2
Properties=species:S:1:pos:R:3:mulliken_spin:R:1
Ni 0.9982 -0.6722 -0.4571 1.0634
Br -0.9982 0.6722 0.4571 0.9366
```

Properties
M = 138.597 g mol⁻¹
2S+1 = 3
Electronic energy = -111075.1022 eV
E_LUMO (alpha / beta) = -6.81 / -9.31 eV
HOMO-LUMO gap (alpha / beta) = 10.1288 / 6.7509 eV
Total charge = +1

***

Entry 3:
The following is a quantum chemistry calculation of a 2-piece molecular cluster, BrO2S2 overall, from OMol25.

Structure (XYZ):
```
5
Properties=species:S:1:pos:R:3:nbo_charge:R:1
S -0.6540 0.1415 -0.1212 1.7972
O -1.6589 0.4418 -1.1390 -0.8477
Br 3.4575 0.2665 -0.0397 -0.7886
S -0.3906 -1.7980 0.2142 -0.3310
O -0.7540 0.9482 1.0857 -0.8298
```

Properties
M = 176.036 g mol⁻¹
Electronic energy = -95808.2344 eV
E_LUMO (alpha / beta) = 0.63 / 0.03 eV
HOMO-LUMO gap (alpha / beta) = 5.3012 / 3.9750 eV
Total charge = -1

***

Entry 4:
The following is a quantum chemistry calculation of an isolated ion of composition BrO3S and charge -1, from OMol25.

Structure (XYZ):
```
5
Properties=species:S:1:pos:R:3:nbo_charge:R:1
O -0.9426 -1.6037 -0.1723 -0.9046
O -0.3853 1.0389 -1.1292 -0.9383
S -0.2380 0.0771 -0.0140 2.0891
O -0.3806 0.6266 1.3201 -0.9510
Br 1.9465 -0.1389 -0.0046 -0.2951
```

Properties
M = 159.968 g mol⁻¹
Electronic energy = -87020.4620 eV
E_LUMO = 3.44 eV
HOMO-LUMO gap = 8.8569 eV
Total charge = -1
SMILES = O=S(=O)([O-])Br